Density functional theory data (ωB97M-V with the def2-TZVPD basis set) for a cluster of 2 separate species, C8H20N2 in total.

## Properties
gap between HOMO and LUMO = 0.363 Eh
lowest unoccupied orbital energy = 0.811 eV
SMILES = C[C@H](N)C(C)(C)C.[H]/N=C/C
total charge = 0
energy relative to the best compared isomer or geometry (same formula, charge and spin) = 0.372 eV
highest occupied orbital energy = -0.3328 Ha

Geometry as XYZ:
```
30
Properties=species:S:1:pos:R:3:mulliken_charge:R:1
C -0.34 0.42 -1.91 -1.8577
C -0.27 -0.15 -0.49 0.9590
N -0.27 -1.60 -0.61 -0.6337
C -1.44 0.31 0.42 1.9769
C -2.78 -0.15 -0.14 -1.9826
C -1.42 1.83 0.58 -1.8842
C -1.25 -0.31 1.82 -1.9104
H -0.36 1.50 -1.90 0.3710
H 0.55 0.11 -2.46 0.4824
H -1.21 0.04 -2.43 0.3933
H 0.66 0.22 -0.02 -0.2837
H 0.44 -1.89 -1.27 0.3526
H -0.03 -2.03 0.28 0.2247
H -3.57 0.01 0.59 0.4638
H -3.03 0.42 -1.04 0.3887
H -2.73 -1.20 -0.39 0.4050
H -0.45 2.17 0.93 0.3482
H -1.65 2.33 -0.36 0.4130
H -2.17 2.14 1.31 0.4668
H -1.41 -1.39 1.79 0.4837
H -0.25 -0.11 2.20 0.3138
H -1.97 0.12 2.51 0.4694
H 2.30 -2.22 1.25 0.2471
N 2.61 -1.74 0.41 -0.6242
C 2.94 -0.53 0.57 0.2096
C 3.45 0.27 -0.58 -1.0787
H 2.90 0.01 1.53 0.3494
H 3.38 -0.30 -1.50 0.3029
H 4.49 0.52 -0.39 0.3734
H 2.89 1.20 -0.67 0.2604
```

Density functional theory data (ωB97M-V with the def2-TZVPD basis set) for a structure of composition C27H46AsCoN6O5S at a distorted geometry.

## Properties
gap between HOMO and LUMO (spin up / spin down) = 0.165 / 0.297 Eh
⟨S²⟩ = 6.02
lowest unoccupied orbital energy (spin up / spin down) = -0.084 / -0.103 eV
multiplicity = 5
total charge = 0
energy relative to the best compared isomer or geometry (same formula, charge and spin) = 2.637 eV
highest occupied orbital energy (spin up / spin down) = -0.1676 / -0.3011 Ha

Geometry as XYZ:
```
87
Properties=species:S:1:pos:R:3:mulliken_charge:R:1
Co 0.99 -0.38 0.77 0.2295
O 4.78 3.70 1.74 -0.5906
C 5.44 2.64 1.29 0.3471
O 6.65 2.67 1.22 -0.6526
C 4.68 1.39 1.03 0.1781
C 5.20 0.16 0.97 -0.5102
N 4.15 -0.77 0.84 -0.2386
N 2.91 -0.10 0.68 0.7143
C 3.25 1.22 0.96 -1.1699
C 2.11 2.05 1.19 1.7113
O 2.23 3.28 1.50 -0.9348
O 0.92 1.45 1.08 -0.7622
H 3.77 3.53 1.70 0.4075
H 6.30 0.03 0.99 0.4725
H 4.25 -1.65 0.48 0.1403
C -2.11 -5.72 1.42 -1.0888
C -2.12 -4.19 1.67 -0.5301
N -0.88 -3.64 1.07 0.0842
C -0.63 -3.31 -0.21 0.4726
S 0.90 -2.61 -0.59 -0.3859
N -1.57 -3.69 -1.10 0.1676
C -1.52 -3.36 -2.52 0.1755
C -1.06 -4.60 -3.35 -1.3166
H -2.98 -6.28 1.74 0.3924
H -1.25 -6.21 1.82 0.3327
H -2.13 -5.88 0.34 0.2992
H -1.96 -3.95 2.73 0.4423
H -3.02 -3.74 1.32 0.1371
H -0.21 -3.15 1.70 -0.2750
H -2.34 -4.19 -0.76 0.1933
H -0.81 -2.59 -2.69 -0.4309
H -2.58 -3.06 -2.80 0.3937
H -0.29 -5.16 -2.78 0.2927
H -0.65 -4.38 -4.30 0.4178
H -1.92 -5.29 -3.59 0.3149
C 0.14 -1.87 4.61 -1.2740
As 1.57 -1.50 3.33 0.7628
C 2.81 -2.82 4.00 -1.2802
C 2.30 0.21 4.00 -1.0889
H 0.58 -1.72 5.60 0.4304
H -0.11 -2.89 4.46 0.3577
H -0.75 -1.26 4.47 0.3428
H 3.38 -2.43 4.81 0.4269
H 3.44 -3.19 3.21 0.3074
H 2.31 -3.73 4.32 0.4184
H 2.94 0.04 4.94 0.3881
H 1.52 0.90 4.33 0.3523
H 2.92 0.71 3.28 0.2613
C -3.61 -0.49 0.49 -1.0792
C -2.21 0.03 0.11 -0.1051
N -2.17 1.13 -0.58 -0.1540
O -1.21 -0.50 0.67 -0.1266
H -4.36 -0.40 -0.31 0.4098
H -4.06 -0.04 1.38 0.3457
H -3.52 -1.61 0.68 -0.0828
H -3.00 1.67 -0.77 0.3434
H -0.37 1.82 -0.02 0.3361
C -1.59 -0.16 -3.76 -0.9536
C -0.39 0.74 -3.68 0.5491
C 0.74 0.24 -2.92 -1.1277
C -0.80 2.16 -3.30 -0.4007
C -1.09 3.08 -4.30 -1.0168
C -1.49 4.39 -4.05 -1.3896
C -1.46 4.83 -2.77 -0.9790
C -1.26 3.96 -1.70 1.0956
C -1.33 4.72 -0.36 0.5893
C -2.01 3.86 0.80 -1.4681
C 0.02 5.22 0.05 -1.4471
C -0.94 2.63 -1.97 -0.2494
N -0.87 1.63 -0.93 1.4488
H -1.40 -1.16 -4.21 0.3141
H -2.40 0.32 -4.45 0.3457
H -2.00 -0.34 -2.76 -0.0346
H -0.12 0.92 -4.70 0.7477
H 0.35 -0.25 -2.00 -0.3713
H 1.41 1.08 -2.72 0.4600
H 1.40 -0.49 -3.45 0.3439
H -1.04 2.74 -5.33 0.3685
H -1.64 5.13 -4.82 0.3567
H -1.65 5.82 -2.54 0.5535
H -1.99 5.54 -0.67 0.5741
H -1.57 2.90 0.94 0.2642
H -3.09 3.74 0.70 0.3060
H -1.89 4.43 1.77 0.4156
H 0.69 4.40 0.13 0.2270
H -0.02 5.68 1.06 0.3953
H 0.39 5.97 -0.62 0.3597
```

Density functional theory data (ωB97M-V with the def2-TZVPD basis set) for a structure of composition C73H63BrN2O2P2SiY at a distorted geometry.

## Properties
gap between HOMO and LUMO = 0.236 Eh
lowest unoccupied orbital energy = 2.004 eV
total charge = -1
energy relative to the best compared isomer or geometry (same formula, charge and spin) = 0.659 eV
highest occupied orbital energy = -0.1623 Ha

Geometry as XYZ:
```
145
Properties=species:S:1:pos:R:3:mulliken_charge:R:1
Y -0.04 -0.20 0.08 -1.9372
O -5.70 0.42 -1.66 -0.7809
C -4.99 0.16 -2.81 0.8618
C -5.72 0.01 -3.97 -0.5732
C -5.07 -0.28 -5.16 -0.6553
C -3.68 -0.43 -5.19 -1.3214
C -2.96 -0.26 -4.01 -0.1204
C -3.60 0.06 -2.82 1.0350
C -2.78 0.22 -1.56 0.5550
O -1.45 -0.01 -1.70 0.6485
N -3.04 1.60 -1.03 0.2851
N -2.08 2.16 -0.33 0.0965
C -2.19 3.41 -0.04 -1.1489
C -1.13 4.17 0.61 0.3017
Br 0.59 3.37 0.57 0.0381
C -1.21 5.40 1.11 -0.9670
C -2.45 6.20 1.29 0.5386
C -2.36 7.59 1.21 -0.5706
C -3.49 8.39 1.36 -0.4750
C -4.73 7.81 1.60 -0.3982
C -4.82 6.43 1.72 -0.5605
C -3.69 5.63 1.57 -0.3104
H -5.18 0.18 -0.87 0.1533
H -6.80 0.09 -3.93 0.4667
H -5.64 -0.41 -6.07 0.3700
H -3.17 -0.67 -6.11 0.4378
H -1.88 -0.36 -3.99 0.4019
H -3.22 -0.46 -0.82 -2.3379
H -3.70 2.19 -1.50 0.4457
H -3.06 3.97 -0.35 0.6335
H -0.28 5.89 1.39 0.3801
H -1.39 8.05 1.03 0.3606
H -3.40 9.47 1.28 0.3633
H -5.61 8.43 1.70 0.3698
H -5.78 5.97 1.94 0.3774
H -3.78 4.56 1.72 0.5778
C -1.53 2.70 -5.23 -0.6635
C -1.33 3.32 -4.01 -0.9389
C -0.33 2.88 -3.15 -0.1133
C 0.47 1.80 -3.49 0.7418
C 0.27 1.17 -4.72 -0.6959
C -0.72 1.62 -5.59 -0.5327
P 1.80 1.28 -2.32 0.9963
C 3.23 2.07 -3.19 0.7375
C 4.48 1.45 -3.26 -0.3275
C 5.57 2.09 -3.83 -0.6643
C 5.44 3.37 -4.36 -0.6117
C 4.21 4.00 -4.30 -0.5964
C 3.11 3.36 -3.73 -0.8921
C 1.98 -0.52 -2.54 1.0490
C 2.60 -1.12 -3.64 -0.0091
C 2.72 -2.50 -3.69 -1.2581
C 2.22 -3.27 -2.64 -1.1115
C 1.59 -2.66 -1.57 0.1758
C 1.45 -1.26 -1.46 0.2706
H -2.32 3.02 -5.89 0.3590
H -1.96 4.16 -3.72 0.4216
H -0.19 3.37 -2.20 0.4977
H 0.87 0.32 -5.00 0.2355
H -0.88 1.12 -6.54 0.4191
H 4.59 0.45 -2.87 0.4028
H 6.53 1.58 -3.88 0.4105
H 6.29 3.86 -4.81 0.3725
H 4.09 4.99 -4.72 0.4237
H 2.16 3.86 -3.71 0.3336
H 3.00 -0.52 -4.45 0.5528
H 3.21 -2.98 -4.54 0.3379
H 2.30 -4.35 -2.68 0.4399
H 1.19 -3.30 -0.79 0.3529
C 5.27 -0.53 4.07 -1.7676
C 5.06 -1.82 3.32 1.4770
C 6.05 -2.80 3.39 -0.8737
C 5.95 -4.02 2.75 -0.6759
C 4.81 -4.30 2.00 -1.1214
C 3.81 -3.34 1.91 -0.6680
C 3.92 -2.10 2.55 0.3702
P 2.51 -0.96 2.20 1.6723
C 3.43 0.62 1.91 2.0263
C 3.23 1.73 2.73 -0.7248
C 3.89 2.93 2.50 -0.7951
C 4.77 3.03 1.43 -0.9524
C 5.00 1.93 0.62 -0.7477
C 4.35 0.71 0.84 0.2218
C 4.72 -0.47 -0.03 -1.1613
C 1.61 -0.83 3.77 0.3785
C 1.98 -1.55 4.91 -0.6411
C 1.09 -1.74 5.96 -0.9283
C -0.21 -1.24 5.83 -0.8346
C -0.58 -0.52 4.72 -0.5248
C 0.32 -0.25 3.67 0.4590
C -0.04 0.58 2.52 -1.5777
H 5.86 -0.72 4.97 0.5930
H 4.33 -0.08 4.38 0.1816
H 5.80 0.20 3.46 0.2626
H 6.94 -2.58 3.99 0.4448
H 6.75 -4.75 2.82 0.3735
H 4.70 -5.25 1.49 0.4628
H 2.93 -3.54 1.31 0.0767
H 2.56 1.64 3.58 0.2663
H 3.70 3.78 3.14 0.4201
H 5.28 3.97 1.22 0.4026
H 5.70 2.01 -0.21 0.3608
H 5.23 -0.13 -0.93 0.3606
H 3.85 -1.05 -0.33 -0.1968
H 5.40 -1.14 0.49 0.2651
H 2.96 -2.00 4.97 0.2072
H 1.39 -2.30 6.83 0.4218
H -0.93 -1.44 6.61 0.3362
H -1.60 -0.15 4.63 0.2853
H 0.72 1.33 2.33 0.3222
H -1.00 1.09 2.65 0.5500
C -0.52 -4.76 4.63 -0.6200
C -1.85 -4.39 4.46 -0.7956
C -2.24 -3.70 3.32 -0.6661
C -1.33 -3.36 2.32 0.7249
C 0.01 -3.75 2.52 0.6220
C 0.41 -4.44 3.65 -0.3064
Si -1.77 -2.37 0.74 2.7161
C -1.83 -3.74 -0.59 0.7301
C -1.83 -5.10 -0.27 -0.7026
C -1.82 -6.08 -1.26 -0.6511
C -1.83 -5.72 -2.60 -0.7190
C -1.84 -4.37 -2.95 -0.4797
C -1.83 -3.40 -1.95 -0.3257
C -3.61 -1.93 1.03 0.1013
C -3.93 -0.79 1.77 -0.0333
C -5.24 -0.37 1.95 -0.5097
C -6.28 -1.11 1.38 -0.8089
C -5.99 -2.25 0.64 -0.6442
C -4.67 -2.66 0.48 -0.1758
H -0.21 -5.29 5.53 0.3416
H -2.58 -4.63 5.23 0.3207
H -3.28 -3.42 3.20 0.3541
H 0.75 -3.50 1.76 -0.6813
H 1.45 -4.72 3.78 0.3585
H -1.82 -5.40 0.77 0.3763
H -1.82 -7.13 -0.98 0.3714
H -1.83 -6.48 -3.37 0.3364
H -1.84 -4.08 -3.99 0.4638
H -1.80 -2.35 -2.24 0.0694
H -3.12 -0.19 2.20 0.0477
H -5.46 0.52 2.52 0.4131
H -7.31 -0.78 1.50 0.3126
H -6.79 -2.82 0.19 0.3924
H -4.45 -3.54 -0.11 0.4033
```

Density functional theory data (ωB97M-V with the def2-TZVPD basis set) for a structure of composition C29H23BrN6NaO6S2.

## Properties
gap between HOMO and LUMO = 0.268 Eh
lowest unoccupied orbital energy = 1.970 eV
total charge = -1
energy relative to the best compared isomer or geometry (same formula, charge and spin) = 0.395 eV
highest occupied orbital energy = -0.1954 Ha

Geometry as XYZ:
```
68
Properties=species:S:1:pos:R:3:mulliken_charge:R:1
Na -1.38 -1.37 1.28 0.9082
C 3.38 -0.75 -0.68 -1.1339
O 2.51 -0.91 0.42 0.0078
C 2.57 0.00 1.43 0.7709
C 3.46 1.06 1.48 -0.5063
C 3.41 1.91 2.57 -0.3808
Br 4.63 3.37 2.64 -0.2407
C 2.50 1.74 3.58 -0.9428
C 1.59 0.68 3.52 1.1558
C 1.63 -0.20 2.45 0.6431
O 0.77 -1.25 2.38 -0.8043
C 0.63 0.55 4.64 -0.1396
N 0.96 0.83 5.88 -0.8265
C -0.20 0.66 6.60 0.0816
C -0.46 0.81 7.96 -0.7784
C -1.74 0.59 8.41 -0.4367
C -2.78 0.23 7.53 -0.5059
C -2.55 0.07 6.17 -0.8009
C -1.24 0.28 5.74 0.8728
N -0.67 0.21 4.49 0.4472
H 4.42 -0.83 -0.37 0.3447
H 3.22 0.22 -1.17 0.4086
H 3.14 -1.55 -1.37 0.2900
H 4.19 1.22 0.69 0.4968
H 2.46 2.40 4.43 0.5686
H 0.94 -1.85 1.61 0.2958
H 0.34 1.09 8.64 0.4368
H -1.97 0.70 9.46 0.3594
H -3.77 0.07 7.92 0.3936
H -3.33 -0.20 5.48 0.4725
H -1.21 0.05 3.63 -0.0184
O -4.00 1.72 2.25 -0.7809
C -2.95 1.08 2.13 0.4456
O -2.67 -0.07 2.58 -1.0308
C -1.83 1.75 1.32 0.5639
C -1.75 3.14 1.26 -0.8580
C -0.70 3.71 0.57 -0.4433
C 0.21 2.89 -0.09 -0.6687
C 0.02 1.52 0.00 -0.5822
N -0.96 0.95 0.70 0.2976
H -2.50 3.72 1.77 0.4901
H -0.59 4.79 0.53 0.4179
H 1.04 3.29 -0.65 0.4260
H 0.69 0.83 -0.52 0.6290
N -7.73 -0.10 -0.67 -0.5905
C -6.63 -0.97 -0.69 0.9268
C -6.66 -2.14 -1.45 -0.7579
C -5.56 -2.98 -1.50 -0.7717
C -4.41 -2.66 -0.79 0.0548
C -4.37 -1.49 -0.05 0.7020
C -5.47 -0.65 0.01 -0.6966
S -3.12 -3.87 -0.83 1.0792
O -2.88 -4.21 -2.22 -0.7316
O -3.56 -4.97 0.00 -0.6738
N -1.87 -3.11 -0.19 -0.3215
C -0.63 -3.59 -0.39 0.2619
S -0.17 -4.80 -1.58 -0.0914
C 1.46 -4.71 -1.03 -0.4439
C 1.57 -3.79 -0.05 -1.0380
N 0.40 -3.16 0.32 -0.3884
H -8.62 -0.56 -0.79 0.2183
H -7.74 0.52 0.12 0.2584
H -7.55 -2.39 -2.01 0.2805
H -5.59 -3.89 -2.08 0.3796
H -3.49 -1.21 0.50 -0.1895
H -5.41 0.25 0.62 0.2456
H 2.24 -5.32 -1.45 0.4026
H 2.48 -3.54 0.47 0.5401
```

Density functional theory data (ωB97M-V with the def2-TZVPD basis set) for an isolated molecule of C6H12O.

## Properties
gap between HOMO and LUMO = 0.370 Eh
lowest unoccupied orbital energy = 1.098 eV
SMILES = CCC1(OC)CC1
total charge = 0
energy relative to the best compared isomer or geometry (same formula, charge and spin) = 2.066 eV
highest occupied orbital energy = -0.3299 Ha

Geometry as XYZ:
```
19
Properties=species:S:1:pos:R:3:mulliken_charge:R:1
C 2.31 -0.17 -0.10 -1.1130
C 1.19 0.13 -1.11 -0.3732
C -0.21 0.06 -0.47 0.8394
O -0.16 -1.04 0.39 -0.3726
C -1.20 -1.24 1.30 -0.7839
C -0.80 1.41 -0.17 -0.7364
C -1.59 0.45 -1.02 -0.7478
H 2.27 0.49 0.78 0.2756
H 2.26 -1.20 0.27 0.2654
H 3.28 -0.03 -0.58 0.3830
H 1.34 1.15 -1.49 0.3245
H 1.31 -0.53 -1.97 0.2463
H -1.27 -0.41 2.02 0.2961
H -0.96 -2.16 1.83 0.2903
H -2.17 -1.39 0.80 0.2596
H -1.18 1.73 0.79 0.2326
H -0.30 2.19 -0.72 0.2459
H -1.85 0.65 -2.05 0.2758
H -2.45 0.03 -0.49 0.1924
```